Formula: C51H55CaN3P2Sb2
Source: OMol25
Level of theory: ωB97M-V with the def2-TZVPD basis set

The geometry in XYZ format:
```
114
Properties=species:S:1:pos:R:3:forces:R:3
Ca 0.1373 0.2393 -0.1474 0.408 0.321 -0.661
C 2.9022 -1.4720 2.7303 -0.040 0.034 -0.027
C 2.1407 -0.2501 3.2461 -0.014 -0.124 -0.082
P 0.3691 -0.1578 2.7732 0.149 0.143 0.158
C -0.0358 1.4746 3.4769 0.011 0.031 -0.066
C 0.3609 2.5972 2.7457 -0.064 -0.009 0.033
C 0.0853 3.8778 3.2011 0.010 -0.029 -0.009
C -0.6056 4.0447 4.3959 0.000 -0.012 0.007
C -1.0012 2.9347 5.1293 -0.004 -0.018 -0.011
C -0.7158 1.6513 4.6757 -0.044 0.037 0.030
C -0.4826 -1.3649 3.8139 -0.122 -0.057 -0.119
C -1.7560 -1.7712 3.4134 0.000 -0.033 0.091
C -2.4957 -2.6506 4.1898 0.021 0.008 0.005
C -1.9550 -3.1483 5.3682 0.014 0.021 -0.006
C -0.6816 -2.7621 5.7663 -0.007 -0.007 -0.008
C 0.0525 -1.8710 4.9961 -0.017 -0.040 0.066
C 2.7974 -1.7230 1.2190 -0.033 0.126 0.084
P 2.9955 -0.1989 0.1804 0.399 -0.243 0.081
C 4.4443 0.6333 0.8929 -0.106 0.034 -0.069
C 5.6539 -0.0531 1.0027 0.045 0.024 0.017
C 6.7573 0.5765 1.5551 -0.001 0.020 0.006
C 6.6621 1.8944 1.9931 0.014 -0.042 -0.018
C 5.4650 2.5842 1.8773 -0.033 -0.010 0.000
C 4.3563 1.9524 1.3272 0.037 0.017 -0.008
C 3.6364 -0.8727 -1.3891 0.028 0.089 0.034
C 3.3814 -2.1778 -1.8006 -0.036 -0.025 -0.051
C 3.7974 -2.6105 -3.0560 -0.032 0.018 0.032
C 4.4644 -1.7414 -3.9051 0.016 0.043 -0.004
C 4.7219 -0.4343 -3.5003 -0.012 -0.016 0.006
C 4.3070 0.0002 -2.2510 0.055 -0.073 -0.002
H 2.5572 -2.3703 3.2463 0.020 -0.010 0.018
H 3.9538 -1.3445 2.9901 0.013 0.002 0.012
H 2.5871 0.6671 2.8553 0.006 0.023 0.023
H 2.2153 -0.1766 4.3306 0.050 0.017 0.051
H 0.9113 2.4746 1.8135 0.042 0.010 -0.014
H 0.4131 4.7412 2.6348 -0.019 -0.023 0.010
H -0.8277 5.0406 4.7568 0.000 -0.022 -0.003
H -1.5360 3.0653 6.0612 0.015 0.003 -0.011
H -1.0391 0.7922 5.2518 0.016 0.020 -0.014
H -2.1741 -1.3873 2.4898 -0.015 0.005 -0.031
H -3.4887 -2.9499 3.8777 0.028 0.009 0.005
H -2.5250 -3.8381 5.9770 0.013 0.010 -0.014
H -0.2585 -3.1523 6.6827 -0.013 0.005 -0.012
H 1.0368 -1.5741 5.3343 -0.010 -0.005 -0.009
H 1.8216 -2.1691 0.9839 0.003 -0.013 -0.029
H 3.5499 -2.4504 0.9159 0.030 -0.049 0.020
H 5.7391 -1.0734 0.6439 0.000 0.021 0.009
H 7.6955 0.0434 1.6388 -0.019 0.015 0.002
H 7.5285 2.3845 2.4193 -0.030 -0.022 -0.014
H 5.3946 3.6118 2.2106 -0.004 -0.033 -0.015
H 3.4214 2.4936 1.2317 -0.008 0.015 -0.001
H 2.8572 -2.8701 -1.1528 0.024 -0.019 -0.013
H 3.6056 -3.6300 -3.3654 -0.004 0.020 0.011
H 4.7907 -2.0819 -4.8797 -0.004 0.019 0.025
H 5.2485 0.2450 -4.1593 -0.013 -0.029 0.027
H 4.5132 1.0183 -1.9401 0.013 -0.006 -0.001
C -2.4585 -3.5502 0.4960 -0.044 0.046 -0.032
Sb -1.9064 -1.9428 -0.7915 -0.437 -0.602 0.031
C -1.2400 -3.1510 -2.4183 0.054 0.045 -0.025
C -3.8917 -1.5334 -1.5365 0.082 0.128 0.023
C -4.8404 -0.8916 -0.5636 0.017 -0.037 -0.052
C -5.6787 -1.7264 0.1796 0.025 -0.034 0.019
C -6.6333 -1.2191 1.0443 0.010 0.031 0.006
C -6.7851 0.1560 1.1609 0.022 -0.012 -0.007
C -5.9630 0.9950 0.4290 0.000 -0.004 -0.028
C -4.9714 0.4991 -0.4199 0.019 0.038 -0.090
C -4.0896 1.4773 -1.1420 0.003 -0.064 0.112
Sb -2.3491 2.0534 0.0447 -0.590 0.169 0.304
C -2.7001 4.1465 0.1589 0.074 -0.012 -0.106
C -3.1833 1.5845 1.9488 -0.043 -0.005 -0.030
H -2.7288 -4.4026 -0.1264 -0.016 -0.001 0.035
H -3.3155 -3.2556 1.1016 0.036 -0.002 -0.007
H -1.6352 -3.8199 1.1535 0.004 -0.014 0.006
H -2.0971 -3.6765 -2.8385 0.022 -0.001 0.008
H -0.5292 -3.8815 -2.0324 -0.003 0.002 -0.041
H -0.7586 -2.5545 -3.1926 -0.028 -0.012 0.023
H -4.2483 -2.5270 -1.8079 -0.039 0.009 -0.038
H -3.7739 -0.9639 -2.4586 -0.036 -0.009 0.008
H -5.5991 -2.8009 0.0467 -0.009 0.047 0.002
H -7.2753 -1.8912 1.5986 0.008 0.012 -0.014
H -7.5479 0.5712 1.8069 0.017 -0.010 -0.023
H -6.0975 2.0696 0.5015 0.001 -0.030 0.008
H -4.6116 2.4155 -1.3285 -0.039 -0.014 0.012
H -3.7430 1.0988 -2.0984 -0.087 0.014 -0.031
H -3.7217 4.2926 0.5053 0.004 0.022 -0.003
H -2.5682 4.6157 -0.8140 0.002 0.011 0.022
H -2.0056 4.5866 0.8721 -0.016 0.008 -0.002
H -4.1581 2.0623 2.0222 0.021 -0.005 0.014
H -2.5316 1.9607 2.7317 0.050 0.023 0.037
H -3.3172 0.5087 2.0627 -0.002 0.044 -0.003
N -1.1485 0.1482 -7.8558 -0.159 0.003 0.012
C -0.7035 -0.0119 -9.1517 -0.083 0.063 0.053
C -1.3439 0.0956 -10.3870 -0.003 -0.024 0.066
C -0.5600 -0.1139 -11.4988 0.045 -0.012 0.000
C 0.8130 -0.4223 -11.3931 -0.039 0.005 -0.008
C 1.4339 -0.5268 -10.1711 0.049 -0.031 0.022
C 0.6557 -0.3140 -9.0274 0.170 -0.024 0.014
N 1.0198 -0.3356 -7.6935 0.092 -0.042 -0.120
C -0.0709 -0.0589 -7.0362 -0.043 0.038 0.102
C -0.1113 0.0473 -5.5758 0.013 -0.018 -0.178
C 1.0587 -0.1634 -4.8491 0.049 -0.016 -0.071
C 1.0344 -0.0475 -3.4776 -0.094 0.014 0.010
N -0.0736 0.2616 -2.7757 0.342 -0.018 0.336
C -1.1906 0.4634 -3.4830 0.018 0.039 0.068
C -1.2599 0.3670 -4.8565 -0.115 -0.015 -0.050
H -2.0910 0.3599 -7.5820 0.003 0.017 -0.008
H -2.3974 0.3297 -10.4710 0.029 0.004 -0.006
H -1.0065 -0.0387 -12.4816 0.013 -0.009 0.017
H 1.3839 -0.5776 -12.2990 -0.015 0.002 0.020
H 2.4861 -0.7656 -10.0837 -0.037 0.023 -0.007
H 1.9721 -0.4090 -5.3740 -0.021 0.008 0.044
H 1.9439 -0.2089 -2.9138 -0.083 0.010 -0.046
H -2.0738 0.7247 -2.9178 -0.006 0.003 0.023
H -2.2082 0.5480 -5.3459 0.019 0.013 0.032
```
Forces are in eV/Å.

Calculated values
F_max = 0.8 eV Å⁻¹
total energy = -108331.6603 eV
multiplicity = 1
LUMO = -4.86 eV
HOMO = -12.068 eV
net charge = +2

Formula: C17H20Cl3MnN4O
Source: OMol25
Level of theory: ωB97M-V with the def2-TZVPD basis set

The geometry in XYZ format:
```
46
Properties=species:S:1:pos:R:3:forces:R:3
Mn -0.0615 -0.1005 0.2046 0.111 0.149 0.107
C -0.8801 1.0254 2.8152 -0.014 0.019 0.048
C -1.4823 1.8746 1.7240 0.008 0.003 0.024
N -1.7942 1.0073 0.5450 -0.001 -0.023 -0.017
C -2.0847 1.8684 -0.6321 0.016 0.062 0.006
C -0.7664 2.3102 -1.2090 -0.034 -0.050 0.024
C -0.5876 3.3872 -2.0475 0.019 0.024 -0.016
C 0.6852 3.6300 -2.5574 -0.013 -0.016 0.017
C 1.7397 2.7836 -2.2345 -0.002 -0.001 0.005
C 1.4978 1.7205 -1.3903 0.003 -0.001 -0.001
C 2.4992 0.6665 -1.0130 0.024 -0.005 0.012
N 1.9980 -0.0025 0.2174 -0.015 0.111 -0.093
C 2.3361 0.8163 1.4237 0.052 0.015 -0.080
C 1.5682 0.2776 2.5998 -0.036 -0.055 0.111
N 0.1316 0.1040 2.2085 0.046 -0.109 -0.032
N 0.2703 1.5153 -0.8717 -0.061 -0.003 -0.024
H -1.6429 0.4146 3.2988 0.000 0.004 0.004
H -0.4256 1.6478 3.5846 0.006 -0.011 0.004
H -0.7707 2.6304 1.3878 0.001 0.003 -0.001
H -2.3800 2.3919 2.0656 0.000 -0.003 0.007
H -2.6218 0.4524 0.7605 -0.014 0.013 -0.017
H -2.6992 2.7235 -0.3445 -0.015 -0.013 -0.007
H -2.6488 1.2993 -1.3727 0.012 -0.023 -0.002
H -1.4211 4.0281 -2.3024 -0.001 0.000 0.001
H 0.8529 4.4762 -3.2114 -0.004 0.002 -0.002
H 2.7301 2.9490 -2.6372 0.002 -0.003 0.001
H 3.4928 1.0911 -0.8579 0.004 -0.027 0.005
H 2.5781 -0.0709 -1.8147 -0.012 -0.001 0.002
H 2.4297 -0.9207 0.3107 0.015 0.002 -0.006
H 2.0506 1.8479 1.2098 0.002 0.003 -0.010
H 3.4114 0.7996 1.6084 0.000 -0.011 -0.012
H 1.6570 0.9339 3.4644 -0.013 -0.002 -0.001
H 1.9501 -0.7017 2.8899 0.013 0.005 0.009
H -0.1164 -0.8389 2.5026 -0.014 0.009 -0.022
Cl -2.0100 -6.2930 -2.6321 -0.009 -0.014 -0.014
C -1.4396 -5.0606 -1.6641 0.006 0.036 0.009
C -1.4685 -3.7231 -2.1758 0.004 -0.005 0.011
C -0.9985 -2.7402 -1.3752 0.002 0.077 -0.036
Cl -0.9773 -1.0555 -1.8787 0.085 -0.237 -0.009
C -0.4814 -2.9665 -0.0664 0.020 0.014 -0.003
O -0.0299 -2.0081 0.6515 -0.192 0.112 -0.004
C -0.4758 -4.3294 0.4127 -0.002 -0.059 0.022
Cl 0.1282 -4.6178 1.9682 -0.008 0.001 -0.020
C -0.9456 -5.3430 -0.3776 0.005 0.014 0.005
H -1.8567 -3.5362 -3.1687 0.001 -0.002 -0.003
H -0.9403 -6.3639 -0.0186 0.000 -0.003 -0.003
```
Forces are in eV/Å.

Calculated values
F_max = 0.3 eV Å⁻¹
total energy = -94823.1442 eV
multiplicity = 4
LUMO (spin up / spin down) = -10.63 / -12.18 eV
HOMO (spin up / spin down) = -18.032 / -18.734 eV
net charge = +3

Formula: C9H19N2O4Tl
Source: OMol25
Level of theory: ωB97M-V with the def2-TZVPD basis set

The geometry in XYZ format:
```
35
Properties=species:S:1:pos:R:3:forces:R:3
Tl 7.8218 -16.1779 -5.7502 -0.089 -0.157 0.051
N 11.4886 -14.4534 -5.5975 3.432 -1.269 1.733
O 10.3737 -14.6518 -5.9256 -5.837 0.050 -1.392
O 11.7652 -14.0035 -4.5253 0.668 0.697 -0.125
O 12.2491 -14.9858 -6.4039 1.639 0.562 -0.320
C 7.0900 -14.3102 -10.7312 -0.300 1.204 0.319
C 6.6856 -13.9898 -9.2378 0.042 2.598 1.061
C 6.0822 -12.5188 -9.0758 -1.011 -0.732 -1.922
C 4.5389 -12.4179 -9.4174 1.652 -1.314 1.288
C 3.7789 -13.5478 -8.6555 0.784 1.811 -2.006
C 4.3726 -14.9977 -8.8832 -2.567 2.511 3.291
N 5.8574 -14.9500 -8.5634 -0.489 -0.592 -2.868
O 6.4176 -16.2272 -8.6778 -0.205 0.618 0.717
C 3.7273 -15.7368 -7.6947 0.092 -1.468 1.302
C 3.7821 -15.5210 -10.2087 1.302 -0.927 -0.199
C 8.0265 -13.7797 -8.4314 0.502 -1.033 0.680
H 6.7710 -13.4347 -11.2966 -0.364 0.155 0.054
H 8.1727 -14.1926 -10.7757 -0.067 -1.171 -0.401
H 6.5519 -15.1180 -11.2272 0.675 -0.475 0.253
H 6.3431 -11.9890 -8.1597 -0.128 -0.497 0.194
H 6.4848 -11.9432 -9.9092 0.777 0.051 0.340
H 4.3521 -11.3978 -9.0820 -0.856 -0.173 -0.155
H 4.4152 -12.5132 -10.4962 -0.019 0.120 0.001
H 2.8276 -13.5318 -9.1874 -0.429 -0.431 0.649
H 3.6505 -13.1684 -7.6418 0.027 -0.814 0.218
H 4.2954 -15.6185 -6.7720 0.664 0.052 -0.112
H 3.6106 -16.8134 -7.8187 0.250 -0.098 -0.356
H 2.7712 -15.4258 -7.2738 -0.356 0.592 -1.138
H 4.0871 -16.5532 -10.3808 0.409 -0.036 -0.314
H 4.0238 -14.8802 -11.0567 -0.019 -0.101 -0.001
H 2.7030 -15.6496 -10.1249 0.020 0.554 0.386
H 7.7922 -13.8091 -7.3673 -0.245 0.872 0.100
H 8.7222 -14.6154 -8.5069 0.027 -0.282 -0.765
H 8.5383 -12.8653 -8.7316 -0.232 -0.071 0.127
H 6.3278 -16.4077 -9.6164 0.246 -0.805 -0.689
```
Forces are in eV/Å.

Calculated values
F_max = 6.0 eV Å⁻¹
total energy = -25475.2699 eV
multiplicity = 1
LUMO = -13.55 eV
HOMO = -15.905 eV
net charge = +2